{
  "formula": "C18H29MoN2O2P2",
  "method": "ωB97M-V with the def2-TZVPD basis set",
  "spin_multiplicity": 3,
  "total_energy_ha": -1713.82161,
  "charge": 1,
  "homo_ev": [-9.69, -10.47],
  "de_lowest_kj_mol": 48.0,
  "lumo_ev": [-3.1, -4.1],
  "s2": 2.03,
  "symbols": ["C", "C", "N", "C", "C", "C", "C", "P", "Mo", "P", "C", "C", "C", "C", "C", "C", "C", "O", "O", "H", "H", "H", "C", "C", "H", "H", "H", "H", "C", "C", "H", "H", "H", "H", "H", "H", "H", "H", "H", "H", "H", "H", "H", "H", "H", "H", "H", "H", "H", "H", "H", "H", "N", "C"],
  "positions_angstrom": [[-0.912, 3.121, -2.643], [-0.919, 2.065, -1.756], [0.149, 1.700, -1.025], [1.271, 2.432, -1.139], [1.339, 3.506, -2.006], [0.237, 3.875, -2.761], [-2.249, 1.583, -1.311], [-2.327, 0.250, -0.040], [0.115, 0.181, 0.566], [2.394, 0.354, 0.427], [2.491, 2.015, -0.366], [0.198, -1.727, 1.843], [-0.070, -1.519, 3.194], [-0.136, -2.519, 4.155], [0.041, -3.837, 3.739], [0.244, -4.065, 2.370], [0.346, -3.039, 1.411], [-1.824, -1.794, -4.812], [1.797, -0.979, -2.982], [-1.853, 3.325, -3.136], [2.279, 4.061, -2.022], [0.261, 4.743, -3.392], [-3.403, 1.183, 1.148], [-3.253, -1.223, -0.579], [3.337, 2.001, -1.073], [2.698, 2.761, 0.426], [-2.952, 1.439, -2.115], [-2.724, 2.446, -0.755], [3.384, 0.516, 1.946], [3.421, -0.720, -0.600], [-0.747, -0.043, 4.411], [-0.338, -2.215, 5.172], [-0.017, -4.640, 4.473], [0.350, -5.083, 2.034], [0.517, -3.245, 0.346], [-1.021, -1.061, -0.001], [1.145, -1.691, -2.803], [-2.313, -1.659, -3.948], [-1.928, -0.914, -5.216], [1.343, -0.173, -3.397], [-4.285, 1.506, 0.554], [-3.690, 0.524, 1.994], [-2.807, 2.061, 1.477], [-4.331, -1.047, -0.459], [-3.000, -1.518, -1.610], [-2.957, -2.059, 0.075], [4.430, -0.315, -0.757], [3.495, -1.698, -0.112], [2.943, -0.892, -1.579], [4.427, 0.830, 1.768], [2.899, 1.231, 2.623], [3.382, -0.465, 2.440], [-0.470, -0.173, 3.441], [-0.409, 0.605, 2.365]],
  "atomic_forces_ev_per_a": [[0.0437, -0.3260, -0.0429], [-0.2051, 0.3390, 0.7042], [0.1184, 0.6424, -0.2583], [0.3269, -0.4691, -0.4928], [0.4387, 0.4889, 0.1142], [0.1755, -0.1714, 0.0806], [-1.3096, 0.2146, 0.5831], [0.6565, 1.1196, 1.3049], [-4.9429, -3.0060, 1.5987], [2.7207, 0.1504, -0.0721], [0.7000, 0.3846, -0.1152], [0.2496, 0.7504, -1.2365], [-0.3976, -0.7530, -0.4598], [0.0588, 0.6169, -0.3612], [0.0105, 0.4489, -0.5619], [0.2213, -0.4031, 0.0234], [0.0018, 0.0297, 0.8541], [-0.9566, 1.0822, 1.6094], [-1.4058, 1.1620, -1.0044], [0.2051, 0.3288, -0.1979], [-0.3797, -0.0316, -0.1922], [0.0936, 0.2170, -0.2382], [-0.2741, -0.4765, -0.4694], [-0.4769, 0.0536, 0.0180], [-0.0925, 0.2527, 0.3530], [-0.0260, -0.2962, -0.3785], [-0.1304, -0.2792, -0.5917], [0.6417, -0.7540, -0.4975], [0.0381, 0.1189, 0.3360], [0.2189, -0.3704, -0.4106], [-0.0863, 1.1673, -0.3167], [-0.0472, -0.3540, 0.2659], [0.0620, 0.0672, -0.3746], [0.0031, -0.2375, -0.0188], [-0.0726, -0.1402, 0.5691], [1.6767, 0.0563, -0.6548], [0.2594, 0.9737, -0.4777], [0.8267, -0.5183, -1.5042], [0.1482, -0.5425, -0.0973], [0.6139, -2.1759, 0.8497], [0.2191, -0.1288, 0.7113], [0.1052, 0.5975, -0.4207], [-0.4531, -0.7055, -0.0525], [0.2205, -0.1559, -0.2845], [-0.1280, 0.2419, 0.4088], [-0.0881, 0.3378, -0.1433], [-0.1988, -0.0300, 0.2029], [0.0510, 0.1572, 0.0813], [0.3326, 0.2649, 0.6411], [-0.4174, -0.1406, -0.0806], [0.1148, -0.1394, -0.1237], [0.0333, 0.2234, -0.1175], [0.5219, -0.1399, -0.7291], [-0.0193, 0.2569, 1.6676]]
}